102
Properties=species:S:1:pos:R:3:forces:R:3:lowdin_charge:R:1 method="wB97M-V/def2-TZVPD" relative_energy_kcal_mol=21.7 energy_ev=-97296.97207 orbital_gap_ev=6.5964 multiplicity=1 molar_mass_g_mol=909.0
Mg 0.039839 -0.668402 0.016486 -0.54 -0.06 0.06 0.3785
C 0.357139 1.294606 2.644761 0.04 -0.01 -0.03 -0.2580
P -1.016185 0.102204 2.329107 -0.12 0.70 0.26 1.0321
C -2.566624 1.051275 2.305229 -0.06 -0.10 -0.08 -0.3649
C -2.631061 2.347884 1.796990 0.04 -0.03 0.11 -0.0936
C -3.858354 2.956210 1.582342 -0.02 0.05 0.00 -0.0870
C -5.033644 2.277374 1.867318 -0.06 0.02 -0.07 -0.0925
C -4.980579 0.983226 2.365264 -0.01 0.03 0.00 -0.0874
C -3.756265 0.369940 2.569974 0.04 0.04 0.03 -0.1130
C -1.038992 -0.761000 3.932692 -0.02 -0.17 -0.19 -0.3446
C -0.346110 -1.964267 4.035793 -0.02 0.02 -0.03 -0.0768
C -0.283801 -2.627711 5.252581 0.02 -0.05 0.05 -0.0790
C -0.913498 -2.095769 6.367237 0.01 0.00 0.01 -0.0897
C -1.605368 -0.895311 6.268591 -0.01 0.00 0.03 -0.0832
C -1.667198 -0.227753 5.055975 0.04 -0.01 -0.01 -0.0898
C 1.593246 0.497984 2.330546 0.11 0.05 0.01 -0.4099
C 2.835778 0.480189 2.932355 -0.03 0.09 0.02 -0.0678
C 3.601192 -0.495116 2.246321 0.07 -0.03 -0.12 -0.0711
C 2.782162 -1.012420 1.259986 0.02 0.01 0.24 -0.4479
C 3.028791 -2.102985 0.259551 -0.22 0.23 0.06 -0.2511
P 1.512398 -3.184654 0.176223 0.58 -0.61 -0.20 1.0790
C 2.357405 -4.822517 0.112890 -0.11 -0.02 0.09 -0.3658
C 2.748026 -5.359191 1.340559 -0.07 0.08 -0.05 -0.1094
C 3.465216 -6.542937 1.399457 0.03 -0.03 0.05 -0.0878
C 3.788676 -7.215021 0.229604 0.02 -0.02 -0.01 -0.0931
C 3.386711 -6.700133 -0.993416 0.01 -0.03 -0.02 -0.0830
C 2.675240 -5.510024 -1.055198 0.02 0.02 0.06 -0.0813
C 0.912127 -3.089539 -1.557967 -0.03 -0.02 0.03 -0.4338
C 1.318520 -2.205074 -2.550329 0.12 -0.02 0.11 -0.1004
C 0.714800 -2.226600 -3.804117 -0.04 0.06 -0.13 -0.0825
C -0.289274 -3.136626 -4.082319 0.04 0.00 0.01 -0.0765
C -0.698081 -4.032742 -3.099476 -0.01 -0.04 0.03 -0.0715
C -0.116010 -3.996175 -1.848939 0.01 0.09 -0.04 -0.1620
N 1.551733 -0.418282 1.313452 0.67 -0.26 0.25 -0.0907
H 0.359252 1.665569 3.670253 0.01 0.03 0.00 0.0977
H 0.252369 2.144405 1.961963 -0.03 0.00 0.04 0.0046
H -1.720337 2.885837 1.561638 -0.04 0.00 -0.01 0.0424
H -3.900151 3.965447 1.190528 0.02 0.00 0.00 0.0999
H -5.989630 2.751156 1.681876 0.00 0.00 0.05 0.0992
H -5.896307 0.446793 2.579703 0.01 -0.01 -0.01 0.1031
H -3.714710 -0.654097 2.922751 -0.03 0.01 0.02 0.1087
H 0.147454 -2.373137 3.160558 -0.01 -0.01 0.00 0.0890
H 0.251599 -3.565424 5.332208 0.02 0.01 -0.02 0.1021
H -0.864178 -2.614118 7.316461 -0.01 -0.01 -0.01 0.1005
H -2.097207 -0.481837 7.140097 0.00 0.02 -0.01 0.1016
H -2.204451 0.709690 4.975560 -0.02 -0.01 0.03 0.1074
H 3.151678 1.080166 3.772618 -0.03 0.00 0.01 0.0918
H 4.620501 -0.784927 2.455316 -0.01 -0.02 -0.01 0.0908
H 3.868515 -2.722349 0.569894 0.01 -0.03 -0.03 0.0900
H 3.262131 -1.713976 -0.739141 0.07 -0.05 0.06 0.0654
H 2.486072 -4.831402 2.251607 0.02 -0.05 0.03 0.1007
H 3.767152 -6.946250 2.357763 0.00 0.02 0.00 0.1024
H 4.353613 -8.137474 0.270124 -0.02 -0.01 0.01 0.1008
H 3.630446 -7.228063 -1.906961 0.00 0.02 -0.01 0.1025
H 2.372470 -5.119420 -2.017105 0.00 0.02 -0.03 0.1005
H 2.120401 -1.501314 -2.365047 -0.02 -0.03 -0.04 0.0838
H 1.048036 -1.538089 -4.571763 0.01 0.02 0.03 0.1027
H -0.750890 -3.157605 -5.061039 0.00 0.02 0.00 0.1029
H -1.481586 -4.750104 -3.306250 -0.01 0.02 0.00 0.1084
H -0.450099 -4.672470 -1.070227 -0.06 -0.02 -0.05 0.1054
N -4.385127 -1.025593 -0.593877 -0.03 0.08 -0.03 0.0770
C -3.032417 -0.956837 -0.645059 0.07 0.00 -0.24 -0.8870
S -2.130129 -2.197899 0.085059 0.42 -0.21 0.15 0.6141
N -2.574921 0.075188 -1.338257 -0.67 0.33 -0.14 0.0081
N -1.252690 0.255964 -1.357710 0.18 -0.06 -0.39 -0.0064
C -0.783598 1.015968 -2.296788 -0.58 -0.08 0.16 -0.1997
C -1.670819 1.682498 -3.285287 -0.04 0.02 -0.02 -0.1927
C -2.505141 2.713195 -2.861299 0.04 0.06 -0.01 -0.0310
C -3.349478 3.342805 -3.760706 0.03 0.06 0.02 -0.0746
C -3.363321 2.953386 -5.093224 0.01 -0.02 -0.04 -0.0900
C -2.535124 1.926941 -5.520391 0.00 0.03 -0.05 -0.0799
C -1.691947 1.292132 -4.619137 0.02 -0.05 0.06 -0.0380
C 0.651796 1.271462 -2.304232 0.61 0.16 -0.11 -0.2606
C 1.269550 2.031164 -3.300203 -0.16 -0.03 0.03 -0.0050
C 2.623208 2.297811 -3.200936 0.12 -0.08 0.13 -0.0516
C 3.328384 1.817980 -2.107062 -0.07 0.06 -0.16 -0.0525
C 2.645333 1.058157 -1.170037 0.17 -0.01 0.11 -0.1253
N 1.353437 0.771352 -1.273942 -0.32 -0.12 -0.22 0.0722
H -4.809188 -1.888486 -0.311348 -0.01 -0.02 0.05 0.0786
H -4.907693 -0.379188 -1.162066 0.03 0.00 0.01 0.0992
H -2.489355 3.012623 -1.820162 -0.03 -0.05 0.01 0.1043
H -3.997154 4.142412 -3.423850 0.01 -0.01 0.01 0.1026
H -4.016714 3.449554 -5.799354 -0.01 0.00 0.01 0.1007
H -2.543255 1.623410 -6.559570 0.00 -0.03 0.01 0.1021
H -1.056934 0.477583 -4.948665 0.01 0.00 0.01 0.1128
H 0.697578 2.406091 -4.136501 -0.07 0.03 0.05 0.1152
H 3.122046 2.881064 -3.964453 -0.02 0.01 -0.01 0.1135
H 4.382656 2.020647 -1.982290 0.00 -0.01 0.04 0.1113
H 3.155845 0.667535 -0.295118 -0.06 -0.01 0.02 0.1082
C 0.873360 5.625462 -1.636170 -0.10 -0.15 0.12 -0.3368
Sb 0.583245 4.148511 -0.077720 0.29 0.49 0.08 1.2781
C -0.030802 5.564102 1.444839 -0.10 -0.17 -0.17 -0.3442
C 2.631727 4.235093 0.605050 -0.17 -0.08 -0.02 -0.3186
H 1.149701 6.587651 -1.206979 0.02 -0.01 0.02 -0.0006
H -0.042657 5.735357 -2.215978 0.02 0.02 -0.02 -0.0108
H 1.668003 5.284524 -2.299483 0.00 -0.01 -0.01 -0.0134
H 0.580413 6.463173 1.377519 0.02 -0.02 -0.02 -0.0013
H 0.109472 5.108453 2.425276 -0.02 0.00 0.00 -0.0010
H -1.080714 5.831703 1.328966 0.00 0.01 0.03 -0.0086
H 2.860132 5.254082 0.916000 -0.01 0.01 -0.01 0.0043
H 3.306766 3.940240 -0.194790 0.03 -0.02 -0.03 -0.0173
H 2.766432 3.555078 1.447028 0.01 -0.01 -0.02 -0.0041

---

100
Properties=species:S:1:pos:R:3:forces:R:3:mulliken_spin:R:1 method="wB97M-V/def2-TZVPD" energy_ev=-82398.25788 orbital_gap_ev="7.7571 / 4.0335" total_charge=+2 multiplicity=4 molar_mass_g_mol=936.8
Tc -14.130765 -11.138428 -14.102654 2.09 0.15 -0.57 1.7554
C -13.759417 -14.338291 -13.178906 0.25 0.49 -0.15 0.0004
C -13.583177 -13.342870 -14.300379 0.59 -0.32 0.03 -0.0172
C -14.656506 -13.123107 -15.221259 -0.40 0.93 0.16 -0.0381
C -15.962430 -13.839754 -15.066085 -0.26 -0.29 -0.36 0.0042
C -14.585751 -12.087048 -16.189581 0.73 0.09 0.16 0.0621
C -15.750631 -11.828970 -17.110091 0.17 -0.69 0.03 0.0514
C -13.389881 -11.303947 -16.248296 0.29 -0.08 -0.16 0.0551
C -13.236383 -10.254707 -17.321648 0.82 -1.10 0.01 -0.0135
C -12.236404 -11.657145 -15.459629 -0.65 -0.09 0.06 0.0722
C -10.900376 -11.005167 -15.670772 -0.50 0.03 -0.47 -0.0326
C -12.315572 -12.729495 -14.531968 -0.65 -0.34 0.50 -0.0619
C -11.083650 -13.248672 -13.830800 -0.24 0.27 0.17 0.0087
H -13.598885 -15.353577 -13.524241 0.10 -0.23 0.02 -0.0003
H -14.745884 -14.252673 -12.760412 -0.38 -0.05 0.10 0.0008
H -13.085770 -14.091705 -12.366154 0.15 -0.17 0.04 0.0001
H -16.765586 -13.141266 -14.816420 0.01 -0.11 0.11 -0.0054
H -15.930757 -14.635271 -14.325219 -0.05 0.15 -0.11 0.0014
H -16.252738 -14.282888 -16.026688 0.10 -0.02 0.15 -0.0011
H -15.850749 -12.759478 -17.688005 -0.20 0.34 -0.19 0.0112
H -15.586444 -10.992976 -17.798703 -0.12 -0.35 0.25 -0.0099
H -16.683637 -11.713921 -16.543931 0.18 0.17 -0.21 -0.0042
H -14.071492 -9.625576 -17.407118 -1.08 0.83 -0.05 0.0167
H -13.127010 -10.784728 -18.264285 -0.01 -0.05 -0.29 -0.0020
H -12.360596 -9.635193 -17.229344 0.23 0.12 0.28 -0.0006
H -10.448593 -11.369506 -16.609221 -0.12 0.14 0.31 0.0022
H -10.261144 -11.224301 -14.838270 0.41 -0.02 0.11 0.0039
H -11.020230 -9.929361 -15.720854 0.20 0.13 -0.12 -0.0107
H -10.656159 -12.527821 -13.109727 -0.27 -0.46 -0.46 0.0000
H -10.332141 -13.438502 -14.590792 0.21 -0.03 -0.07 -0.0006
H -11.290035 -14.188766 -13.324288 0.07 0.12 -0.03 0.0001
N -16.423666 -7.665947 -13.762627 0.40 0.96 -0.58 0.0666
C -16.014466 -8.897164 -13.945508 1.63 -2.34 0.07 -0.0567
O -14.762927 -9.162004 -14.114990 -1.33 1.36 0.40 -0.0398
C -16.870945 -10.087981 -13.871129 -0.91 1.05 -0.36 0.0651
C -16.256465 -11.089795 -13.190528 1.12 -0.69 0.83 0.0340
N -15.533632 -11.811986 -12.592950 -0.58 -0.10 0.38 0.0453
C -18.156736 -10.329586 -14.397124 0.64 0.67 0.65 0.0155
N -19.203843 -10.609768 -14.765845 -0.94 -0.14 -0.69 0.0241
H -15.789697 -6.878013 -13.818383 0.21 -0.30 0.05 -0.0018
H -17.385258 -7.457356 -13.697971 -1.07 0.03 0.36 0.0003
C -7.807760 -9.912365 -12.721815 0.36 0.43 -0.40 0.0017
C -8.611256 -9.035705 -13.446615 -0.29 0.18 0.31 0.0001
C -9.989659 -9.103782 -13.305594 0.43 -0.28 0.13 0.0011
C -10.570781 -10.082193 -12.494998 -0.19 0.25 0.21 0.0144
C -9.731539 -10.949883 -11.773683 -0.36 -0.10 0.06 -0.0046
C -8.351825 -10.881975 -11.892678 0.24 0.19 -0.12 -0.0001
Si -12.424955 -10.103024 -12.240193 -0.42 -1.24 -0.37 -0.0099
C -13.094192 -8.461884 -11.748204 0.21 0.90 0.73 0.0079
C -12.882848 -7.326232 -12.545760 -0.09 -0.33 -0.34 -0.0033
C -13.228068 -6.053822 -12.126348 0.23 -0.31 -0.56 -0.0024
C -13.761978 -5.898259 -10.865278 -0.22 1.33 0.17 0.0057
C -13.886476 -6.966552 -10.008586 -0.33 -0.23 0.46 -0.0013
C -13.569222 -8.247444 -10.430514 0.01 -0.34 -0.86 0.0191
H -6.733818 -9.779378 -12.799022 -0.04 -0.25 0.04 0.0001
H -8.190362 -8.246778 -14.064375 0.13 -0.23 0.10 0.0000
H -10.597231 -8.381422 -13.823698 -0.15 0.09 -0.14 0.0026
H -10.181247 -11.679910 -11.102970 0.10 0.07 -0.06 -0.0018
H -7.669121 -11.540737 -11.355926 -0.40 0.10 0.01 -0.0001
H -12.764443 -11.116699 -11.224461 0.10 -0.03 0.23 0.0227
H -12.458587 -7.432240 -13.542145 -0.10 -0.05 0.10 -0.0008
H -13.039378 -5.222245 -12.802871 -0.16 0.00 0.29 -0.0003
H -14.078320 -4.897844 -10.548344 0.22 -0.41 0.03 0.0001
H -14.253925 -6.788058 -9.002890 0.01 -0.15 -0.10 -0.0001
H -13.724329 -9.090826 -9.766586 0.10 0.04 0.02 0.0011
S -16.233732 -8.517640 -16.760144 1.22 -0.48 0.93 0.8405
Sb -17.844928 -7.759622 -18.127142 -2.04 0.78 -1.81 0.0499
C -18.141447 -9.094220 -19.719672 0.60 -0.19 -0.30 0.0434
C -17.588866 -8.854629 -20.980451 -0.18 -0.89 -0.35 -0.0010
C -17.759274 -9.811704 -22.000039 -0.09 0.49 0.68 0.0020
C -18.418313 -10.994556 -21.726242 -0.35 -0.42 0.14 0.0025
C -18.904967 -11.268280 -20.440099 0.32 0.74 -0.49 0.0041
C -18.779002 -10.309025 -19.450806 -0.23 -0.12 0.41 -0.0126
C -19.663874 -7.640333 -17.127469 -0.44 0.01 1.40 -0.0019
C -20.821768 -8.196534 -17.673315 0.57 0.10 -0.25 0.0006
C -22.024205 -8.109818 -16.984928 0.40 0.36 0.62 0.0034
C -22.065632 -7.444114 -15.756090 0.46 -0.09 -0.43 -0.0008
C -20.907346 -6.906867 -15.178943 -0.51 -0.19 -0.52 0.0058
C -19.704302 -7.033500 -15.844836 0.05 -0.23 -0.95 0.0141
C -17.333188 -5.824676 -18.703598 0.32 -0.02 -0.28 -0.0158
C -17.419221 -5.350782 -20.009327 -0.22 -0.27 -0.31 -0.0032
C -17.092464 -4.023759 -20.270204 0.17 -0.19 0.65 0.0005
C -16.719809 -3.186597 -19.230704 0.02 -0.40 0.40 -0.0007
C -16.621994 -3.673598 -17.918869 0.09 0.87 -0.28 0.0065
C -16.897370 -5.000631 -17.671838 -0.26 -0.13 0.53 0.0041
H -17.005368 -7.986654 -21.211282 0.11 0.43 0.07 0.0019
H -17.392034 -9.622494 -22.998618 0.09 0.08 0.04 -0.0001
H -18.585048 -11.710815 -22.528329 0.13 0.06 0.20 0.0003
H -19.397793 -12.190807 -20.211871 -0.20 -0.35 -0.03 -0.0003
H -19.217151 -10.517406 -18.473239 0.21 0.09 -0.12 0.0000
H -20.761286 -8.675963 -18.647850 -0.24 0.03 0.16 0.0013
H -22.907103 -8.561539 -17.398482 -0.24 0.01 -0.09 0.0000
H -23.004577 -7.316740 -15.253928 -0.29 -0.07 0.19 0.0000
H -20.991395 -6.359644 -14.250803 0.15 -0.09 0.09 0.0003
H -18.802246 -6.621180 -15.415027 0.11 0.12 0.05 -0.0065
H -17.754073 -6.002806 -20.822585 0.12 0.33 0.30 -0.0001
H -17.088714 -3.619012 -21.257710 -0.22 -0.01 -0.57 -0.0001
H -16.503902 -2.158100 -19.464467 0.09 0.20 0.15 0.0000
H -16.350105 -2.983470 -17.111164 -0.05 -0.42 -0.32 0.0002
H -16.836846 -5.390791 -16.651030 0.09 0.17 -0.24 0.0092